1.
This record from the OMol25 dataset describes 2 unconnected molecules or ions with the total composition C2H4N2O. The level of theory is ωB97M-V with the def2-TZVPD basis set.

Geometry (Å):
1 C 1.287 0.193 0.320
2 C -1.538 0.314 -0.227
3 N 1.863 1.172 -0.070
4 N 0.724 -0.867 0.302
5 O -1.459 1.288 0.448
6 H -2.527 -0.291 -0.201
7 H -0.839 0.040 -0.935
8 H 0.474 -1.398 1.169
9 H 1.361 1.991 -0.433

HOMO level (spin up / spin down), Eh: -0.234 / -0.380
Lowest unoccupied orbital energy (spin up / spin down), eV: 0.88 / -2.39
Relative energy (zero: lowest compared OMol25 entry of this formula, charge and spin), kJ/mol: 110.9
Maximum force, eV/Å: 7.69
Spin multiplicity: 3
DFT total energy, Eh: -263.15224



2.
This record from the OMol25 dataset describes C9H14I2O3 in the gas phase. The level of theory is ωB97M-V with the def2-TZVPD basis set.

Geometry (Å):
1 O 2.402 -2.536 0.402
2 C 1.667 -1.676 0.838
3 O 1.511 -0.443 0.292
4 C 0.133 -0.076 0.438
5 C -0.704 -0.965 -0.520
6 C -1.962 -0.347 -1.091
7 O -2.525 -1.159 -2.110
8 C -0.137 1.419 0.406
9 C 0.145 2.197 -0.887
10 C 1.319 1.710 -1.716
11 I 3.176 2.259 -0.776
12 C -0.178 -0.555 1.880
13 C 0.755 -1.777 2.054
14 I 1.908 -1.664 3.835
15 H -0.056 -1.304 -1.325
16 H -1.013 -1.856 0.024
17 H -1.778 0.607 -1.558
18 H -2.703 -0.212 -0.301
19 H -2.511 -2.070 -1.825
20 H 0.387 1.876 1.236
21 H -1.199 1.507 0.621
22 H -0.732 2.253 -1.526
23 H 0.361 3.226 -0.614
24 H 1.321 0.641 -1.872
25 H 1.342 2.198 -2.679
26 H 0.127 0.173 2.624
27 H -1.228 -0.742 2.073
28 H 0.172 -2.685 2.074

HOMO level, Eh: -0.341
Lowest unoccupied orbital energy, eV: 0.04
Relative energy (zero: lowest compared OMol25 entry of this formula, charge and spin), kJ/mol: 0.0
Maximum force, eV/Å: 1.89
DFT total energy, Eh: -1172.43583



3.
This record from the OMol25 dataset describes a molecular structure, C4H7NO. The level of theory is ωB97M-V with the def2-TZVPD basis set.

Geometry (Å):
1 C -1.529 1.566 0.504
2 N -0.337 1.437 -0.351
3 C 0.166 0.292 -0.273
4 C 1.352 -0.507 -0.805
5 C 0.767 -1.611 0.091
6 O -0.311 -0.754 0.491
7 H -1.755 0.632 1.026
8 H -2.402 1.844 -0.095
9 H -1.366 2.346 1.253
10 H 2.343 -0.143 -0.523
11 H 1.349 -0.722 -1.876
12 H 0.367 -2.494 -0.411
13 H 1.357 -1.887 0.968

HOMO level, Eh: -0.352
Lowest unoccupied orbital energy, eV: 0.98
Relative energy (zero: lowest compared OMol25 entry of this formula, charge and spin), kJ/mol: 184.4
Maximum force, eV/Å: 0.52
DFT total energy, Eh: -286.56142